Record 1
Entry from OMol25: a cluster of 15 separate species, C39H88N2O35 in total at a distorted geometry (ωB97M-V/def2-TZVPD).

```
! wB97M-V def2-TZVPD RIJCOSX def2/J DEFGRID3
* xyz 0 1
O 1.60 2.51 0.58
H 1.26 2.33 1.45
H 2.52 3.94 0.01
H 1.24 1.73 0.11
O -0.25 4.46 -2.19
H -0.52 3.89 -1.38
H -1.75 3.90 -2.50
H 0.40 3.90 -2.64
N 4.02 4.31 -1.07
O 3.63 3.31 -1.80
O 3.21 4.53 -0.05
O 5.05 4.92 -1.19
N -3.38 3.84 -1.96
O -2.60 3.87 -2.96
O -4.61 3.98 -2.03
O -2.84 3.77 -0.82
C 1.73 -6.32 -3.65
C 0.63 -6.77 -2.75
C 0.10 -5.69 -1.78
C -1.15 -6.13 -0.95
C -1.56 -5.04 -0.03
C -2.86 -5.33 0.75
H 1.36 -5.57 -4.30
H 2.07 -7.16 -4.20
H 2.57 -5.90 -3.11
H -0.10 -7.20 -3.39
H 1.07 -7.59 -2.10
H -0.20 -4.73 -2.20
H 0.93 -5.43 -1.14
H -1.94 -6.38 -1.63
H -0.96 -7.04 -0.42
H -0.77 -4.80 0.66
H -1.72 -4.12 -0.67
H -2.97 -4.80 1.73
H -3.84 -5.04 0.25
H -2.96 -6.42 0.96
C -1.92 -1.74 -2.36
C -3.21 -2.14 -1.71
C -4.30 -1.09 -1.91
C -5.70 -1.42 -1.23
C -6.61 -2.48 -1.89
C -8.06 -2.17 -1.55
H -2.03 -1.88 -3.42
H -1.02 -2.29 -2.02
H -1.63 -0.65 -2.20
H -3.58 -3.06 -2.15
H -3.08 -2.40 -0.66
H -4.52 -0.94 -3.00
H -3.93 -0.17 -1.45
H -5.48 -1.61 -0.13
H -6.27 -0.46 -1.14
H -6.44 -2.22 -2.92
H -6.32 -3.51 -1.67
H -8.24 -1.81 -0.51
H -8.44 -1.44 -2.23
H -8.72 -2.98 -1.68
C 5.14 3.14 2.01
O 6.02 2.50 2.97
C 5.48 1.87 4.05
O 4.35 1.91 4.47
O 6.40 1.12 4.75
C 7.77 1.01 4.38
H 5.81 3.58 1.31
H 4.46 3.77 2.47
H 4.54 2.42 1.50
H 8.00 0.90 3.32
H 8.11 0.18 5.02
H 8.33 1.86 4.75
C -2.69 -3.71 4.59
O -1.42 -3.58 3.93
C -1.39 -2.70 2.89
O -2.27 -1.90 2.64
O -0.25 -2.81 2.23
C -0.01 -1.82 1.21
H -2.91 -4.76 4.66
H -3.46 -3.17 4.09
H -2.63 -3.27 5.61
H -0.87 -1.76 0.55
H 0.89 -2.04 0.58
H 0.20 -0.84 1.57
C -5.67 1.15 2.54
O -7.10 1.15 2.47
C -7.56 1.41 1.32
O -8.76 1.42 1.13
O -6.67 1.80 0.43
C -7.14 2.38 -0.81
H -5.15 0.57 1.75
H -5.40 0.77 3.52
H -5.29 2.15 2.38
H -7.95 3.10 -0.63
H -7.61 1.69 -1.48
H -6.31 2.89 -1.22
C 3.09 6.24 -4.41
O 3.38 5.20 -5.36
C 2.89 4.03 -5.08
O 1.94 3.88 -4.34
O 3.49 3.12 -5.80
C 2.80 1.83 -5.78
H 2.06 6.17 -3.95
H 3.14 7.19 -4.94
H 3.83 6.15 -3.64
H 3.27 1.28 -6.63
H 1.70 1.99 -5.91
H 3.05 1.26 -4.83
C -0.53 0.46 5.37
O -1.51 0.97 4.52
C -1.22 1.10 3.24
O -0.10 1.04 2.81
O -2.33 1.22 2.51
C -2.08 0.93 1.16
H -0.19 -0.53 5.10
H -1.06 0.34 6.30
H 0.25 1.17 5.45
H -2.21 -0.16 0.99
H -1.13 1.34 0.74
H -2.87 1.50 0.67
C 0.07 1.25 -3.49
O 0.75 -0.02 -3.59
C 1.15 -0.41 -2.42
O 0.94 0.14 -1.38
O 1.83 -1.61 -2.52
C 2.37 -1.99 -3.81
H 0.89 1.91 -3.24
H -0.67 1.29 -2.73
H -0.33 1.43 -4.46
H 1.54 -2.15 -4.51
H 2.81 -2.98 -3.71
H 3.07 -1.27 -4.18
C 3.95 -0.44 -0.04
O 4.86 0.44 -0.54
C 5.01 0.69 -1.87
O 4.10 0.40 -2.64
O 6.07 1.32 -2.13
C 6.07 1.92 -3.43
H 3.81 -1.36 -0.60
H 2.84 -0.10 -0.07
H 4.24 -0.72 1.04
H 5.44 2.79 -3.43
H 5.71 1.14 -4.13
H 7.09 2.15 -3.69
C -2.06 5.88 1.81
O -1.36 4.70 2.25
C -0.21 4.92 2.99
O 0.06 5.95 3.41
O 0.42 3.73 3.06
C 1.69 3.78 3.69
H -2.66 5.72 0.90
H -1.37 6.65 1.42
H -2.57 6.31 2.57
H 2.06 2.79 3.80
H 1.66 4.34 4.60
H 2.44 4.28 3.03
C 3.03 -5.07 3.17
O 3.57 -4.59 4.44
C 3.47 -3.29 4.62
O 4.00 -2.76 5.59
O 2.64 -2.72 3.76
C 2.41 -1.29 3.69
H 3.67 -4.74 2.39
H 1.94 -4.71 3.14
H 2.93 -6.15 3.26
H 2.33 -0.87 4.69
H 1.50 -1.12 3.19
H 3.30 -0.89 3.20
*
```

* energy: -4281.3846 hartree
* frontier orbital gap: 9.708 eV
* HOMO: -10.087 eV
* F_max: 7.22 eV/Å

=====

Record 2
Entry from OMol25: a cluster of 10 separate species, C39H90BFN3O33P5 in total at a distorted geometry (ωB97M-V/def2-TZVPD).

```
! wB97M-V def2-TZVPD RIJCOSX def2/J DEFGRID3
* xyz 0 1
C 0.17 -3.68 3.63
C 0.75 -2.29 3.97
C 1.63 -1.71 2.80
C 0.73 -1.63 1.60
N 1.26 -0.66 0.51
C 0.33 -0.52 -0.69
C 1.26 -0.21 -1.81
C 2.44 -1.14 -1.69
C 2.53 -1.30 -0.16
C 1.70 0.74 0.98
H 0.28 -4.03 2.61
H -0.87 -3.90 3.89
H 0.69 -4.38 4.29
H 1.17 -2.37 4.97
H -0.14 -1.66 4.03
H 2.49 -2.36 2.62
H 1.97 -0.79 3.28
H -0.25 -1.25 1.86
H 0.52 -2.58 1.09
H -0.40 0.27 -0.48
H -0.26 -1.42 -0.90
H 1.41 0.87 -1.83
H 0.75 -0.38 -2.76
H 3.38 -0.67 -1.98
H 2.39 -2.03 -2.31
H 3.49 -0.95 0.22
H 2.55 -2.33 0.22
H 1.07 1.02 1.82
H 1.77 1.53 0.23
H 2.67 0.73 1.48
O -0.91 -9.07 1.22
C 0.27 -9.02 0.94
O 0.85 -8.28 0.06
B 2.31 -8.45 0.15
O 2.52 -9.46 1.22
C 1.38 -9.91 1.68
O 1.07 -10.84 2.48
O 3.19 -7.24 0.31
C 3.82 -7.07 -0.85
O 4.58 -6.11 -1.14
C 3.44 -8.18 -1.80
O 2.59 -8.99 -1.18
O 3.85 -8.27 -2.95
C -5.33 6.20 2.77
C -3.87 5.89 2.19
C -3.74 5.98 0.63
O -2.47 5.48 0.12
C -2.43 5.36 -1.29
N -2.91 6.82 2.68
H -5.40 6.36 3.84
H -5.93 5.38 2.39
H -5.73 7.11 2.31
H -3.65 4.83 2.37
H -3.86 7.00 0.27
H -4.63 5.46 0.28
H -1.45 5.25 -1.74
H -2.98 6.23 -1.67
H -2.97 4.45 -1.55
H -2.71 7.54 2.00
H -2.06 6.34 2.95
C 0.91 -5.89 -7.98
C -0.44 -5.15 -7.80
C -0.88 -4.94 -6.33
O -1.19 -6.29 -5.88
C -2.09 -6.19 -4.79
N -0.32 -3.89 -8.45
H 1.20 -6.11 -9.01
H 0.81 -6.79 -7.38
H 1.72 -5.25 -7.63
H -1.25 -5.49 -8.44
H -1.77 -4.34 -6.18
H -0.07 -4.53 -5.73
H -3.11 -5.94 -5.07
H -1.79 -5.35 -4.16
H -2.09 -7.06 -4.13
H -1.24 -3.62 -8.78
H 0.21 -3.95 -9.30
C -7.76 2.73 -4.41
O -6.84 2.00 -3.59
P -7.25 0.53 -2.95
O -6.06 -0.36 -2.96
O -8.61 0.07 -3.67
C -9.43 -1.01 -3.36
O -7.72 0.95 -1.47
C -8.84 1.94 -1.37
H -7.69 3.80 -4.20
H -8.78 2.37 -4.23
H -7.46 2.52 -5.43
H -9.08 -1.60 -2.51
H -9.31 -1.76 -4.14
H -10.49 -0.82 -3.18
H -9.53 1.85 -2.21
H -8.45 2.95 -1.35
H -9.33 1.68 -0.43
C -7.36 -1.07 4.58
O -7.09 -2.43 4.50
P -8.14 -3.42 3.81
O -9.12 -2.90 2.80
O -7.24 -4.74 3.39
C -6.20 -4.59 2.37
O -8.89 -3.99 5.15
C -9.83 -5.04 5.07
H -7.08 -0.77 5.59
H -8.42 -0.89 4.77
H -6.82 -0.48 3.83
H -5.24 -4.95 2.75
H -5.97 -3.68 1.82
H -6.47 -5.31 1.61
H -10.76 -4.77 5.57
H -9.36 -5.96 5.40
H -10.37 -5.07 4.12
C 6.88 3.68 -6.69
O 6.23 3.45 -5.49
P 6.83 3.89 -4.05
O 5.95 3.99 -2.85
O 8.17 2.95 -3.90
C 8.88 2.85 -2.75
O 7.58 5.23 -4.45
C 7.82 6.13 -3.44
H 7.76 4.32 -6.69
H 6.29 4.08 -7.52
H 7.27 2.76 -7.12
H 9.07 1.80 -2.57
H 8.46 3.21 -1.81
H 9.81 3.39 -2.96
H 7.57 5.96 -2.39
H 7.34 7.03 -3.83
H 8.86 6.45 -3.36
C 0.87 6.27 9.63
O 1.13 5.58 8.38
P 0.78 4.01 8.08
O 0.77 3.63 6.65
O 1.87 3.26 9.04
C 3.03 2.71 8.61
O -0.64 3.71 8.80
C -1.89 4.12 8.23
H 1.62 6.07 10.39
H -0.05 6.07 10.19
H 0.73 7.30 9.30
H 3.84 3.35 8.97
H 3.18 2.77 7.53
H 3.26 1.69 8.92
H -1.75 5.01 7.62
H -2.55 4.40 9.06
H -2.44 3.36 7.67
C 9.53 -0.77 2.80
O 8.82 0.43 3.04
P 9.08 1.24 4.39
O 10.43 1.19 4.94
O 8.65 2.72 4.04
C 7.52 3.09 3.21
O 7.83 0.77 5.35
C 8.07 -0.44 6.01
H 10.29 -0.75 2.02
H 8.87 -1.61 2.55
H 10.06 -0.96 3.73
H 7.87 3.73 2.40
H 6.88 3.61 3.93
H 7.06 2.21 2.77
H 7.37 -1.20 5.67
H 7.88 -0.19 7.05
H 9.09 -0.81 5.89
C 0.43 2.10 -8.96
C -0.30 2.14 -10.34
O -1.33 3.15 -10.03
C -1.42 3.32 -8.75
O -2.30 4.01 -8.26
O -0.50 2.63 -8.08
F -0.86 0.97 -10.69
H 1.36 2.66 -8.97
H 0.71 1.09 -8.64
H 0.41 2.46 -11.11
*
```

* energy: -6019.0098 hartree
* frontier orbital gap: 7.582 eV
* HOMO: -8.384 eV
* F_max: 5.11 eV/Å

=====

Record 3
Entry from OMol25: a cluster of 10 separate species, C39H93BO17 in total at a distorted geometry (ωB97M-V/def2-TZVPD).

```
! wB97M-V def2-TZVPD RIJCOSX def2/J DEFGRID3
* xyz 0 1
C -1.95 -4.52 -0.85
O -1.67 -3.50 0.17
C -1.19 -4.13 1.38
C 0.25 -4.85 1.19
C 1.27 -3.71 0.61
C 1.76 -4.03 -0.90
C 3.20 -3.34 -1.12
C 3.16 -2.07 -2.14
C 1.93 -1.06 -1.75
C 2.34 0.49 -1.88
C 0.92 1.23 -2.08
C 0.91 2.42 -3.16
C -0.15 2.21 -4.35
O -1.47 2.01 -3.81
C -2.29 1.31 -4.80
O 3.12 0.47 -3.13
C 4.34 1.17 -2.92
O 5.02 1.76 -3.76
O 4.55 1.02 -1.51
C 3.29 1.13 -0.73
C 3.22 2.71 -0.47
C 2.94 3.14 1.05
C 1.48 2.73 1.59
O 1.04 3.62 2.68
C 0.01 3.02 3.44
C 0.20 1.91 4.57
O -1.16 3.43 3.24
B 3.66 0.16 0.56
C 5.22 -0.15 0.94
O 2.67 -0.50 1.37
H -1.90 -5.59 -0.42
H -3.02 -4.41 -1.27
H -1.16 -4.35 -1.67
H -1.97 -4.82 1.85
H -1.02 -3.27 2.13
H 0.62 -5.10 2.25
H 0.21 -5.78 0.52
H 0.72 -2.72 0.71
H 2.18 -3.64 1.31
H 0.98 -3.78 -1.69
H 1.94 -5.17 -0.92
H 3.97 -4.07 -1.55
H 3.64 -2.97 -0.11
H 2.98 -2.48 -3.19
H 4.18 -1.57 -2.01
H 1.48 -1.33 -0.73
H 1.10 -1.32 -2.51
H 0.06 0.53 -2.34
H 0.66 1.69 -1.05
H 0.56 3.36 -2.60
H 1.93 2.68 -3.60
H -0.18 3.22 -4.92
H 0.18 1.43 -5.12
H -2.20 0.19 -4.54
H -3.36 1.69 -4.68
H -1.96 1.48 -5.87
H 4.25 3.15 -0.74
H 2.47 3.27 -1.12
H 3.79 2.82 1.79
H 2.96 4.30 1.07
H 1.54 1.68 2.05
H 0.67 2.74 0.80
H 0.69 2.32 5.53
H 0.80 1.00 4.24
H -0.83 1.53 4.90
H 5.68 0.84 1.30
H 5.28 -0.94 1.77
H 5.81 -0.61 0.06
H 1.77 -0.22 1.07
C 1.91 7.75 2.50
C 3.21 7.41 1.81
O 2.95 6.58 0.69
H 1.39 6.85 2.82
H 2.08 8.39 3.38
H 1.24 8.28 1.82
H 3.87 6.86 2.49
H 3.73 8.31 1.48
H 2.38 7.07 0.09
C 4.71 3.21 6.27
C 4.15 2.67 4.97
O 5.19 2.52 4.01
H 5.21 4.17 6.11
H 3.92 3.34 7.01
H 5.46 2.52 6.67
H 3.41 3.37 4.55
H 3.66 1.70 5.12
H 5.83 1.89 4.38
C -1.83 7.39 2.50
C -2.38 6.85 1.19
O -1.33 6.70 0.24
H -1.34 8.35 2.34
H -2.63 7.51 3.24
H -1.08 6.71 2.91
H -3.12 7.54 0.78
H -2.86 5.88 1.34
H -0.69 6.08 0.62
C 7.14 2.05 -7.40
C 7.83 1.26 -6.32
O 7.64 1.88 -5.05
H 7.53 3.07 -7.44
H 7.29 1.59 -8.38
H 6.07 2.13 -7.21
H 8.91 1.20 -6.51
H 7.44 0.24 -6.27
H 6.69 1.92 -4.89
C -5.37 4.40 0.23
C -6.80 4.89 0.38
O -7.63 3.83 0.87
H -5.33 3.55 -0.46
H -4.73 5.20 -0.16
H -4.98 4.06 1.19
H -7.20 5.21 -0.59
H -6.86 5.73 1.07
H -7.27 3.56 1.72
C -5.43 -5.14 3.20
C -4.59 -5.70 4.33
O -3.45 -4.88 4.55
H -4.84 -5.07 2.28
H -6.30 -5.77 3.02
H -5.77 -4.13 3.44
H -4.23 -6.71 4.08
H -5.16 -5.77 5.26
H -3.77 -4.00 4.78
C -3.91 -9.55 2.64
C -3.96 -9.02 1.23
O -3.99 -7.60 1.23
H -4.78 -9.21 3.21
H -3.89 -10.64 2.65
H -3.03 -9.18 3.17
H -4.85 -9.37 0.71
H -3.08 -9.34 0.66
H -3.19 -7.29 1.68
C -6.72 0.37 -0.29
C -5.41 0.03 -0.97
O -5.64 -0.80 -2.10
H -7.24 -0.54 0.02
H -6.55 1.00 0.59
H -7.39 0.90 -0.98
H -4.75 -0.51 -0.29
H -4.89 0.94 -1.30
H -6.22 -0.31 -2.71
C -2.07 -6.79 -4.62
C -1.39 -7.59 -3.52
O -1.60 -6.96 -2.26
H -1.68 -5.77 -4.65
H -1.91 -7.26 -5.59
H -3.14 -6.72 -4.44
H -0.32 -7.64 -3.69
H -1.79 -8.61 -3.47
H -2.56 -6.92 -2.11
*
```

* energy: -2845.4350 hartree
* frontier orbital gap: 9.670 eV
* HOMO: -9.414 eV
* SMILES string: COCCCCCCC[C@]1(CCCOC)OC(=O)O[C@]1(CCCOC(C)=O)B(C)O.CCO.CCO.CCO.CCO.CCO.CCO.CCO.CCO.CCO
* F_max: 4.61 eV/Å

=====

frontier orbital gap of number 3 (C39H93BO17)?
9.670 eV